# 1
ORCA calculation (ωB97M-V with the def2-TZVPD basis set) on 4 unconnected molecules or ions with the total composition C5H16O5 in a non-equilibrium geometry.

The HOMO energy is -0.3886 hartree. As for the frontier orbital gap: 10.866 eV. Its SMILES is CCCCC(=O)O.O.O.O.

```
! wB97M-V def2-TZVPD RIJCOSX def2/J DEFGRID3
* xyz 0 1
O -0.30372 0.25217 2.17066
C -0.91252 -0.32206 1.30396
O -2.24276 -0.53814 1.50407
C -0.37451 -0.64065 -0.05771
C 0.56980 -1.86584 0.01546
C 1.91196 -1.55745 0.70687
C 2.82828 -0.65180 -0.19454
H -2.51075 -0.12909 2.31555
H 0.16393 0.25803 -0.34061
H -1.20567 -0.81125 -0.73849
H 0.11648 -2.69133 0.57604
H 0.71511 -2.33516 -0.95851
H 1.77670 -1.10717 1.67669
H 2.48264 -2.48216 0.74889
H 2.25682 0.15470 -0.62633
H 3.32312 -1.26991 -0.94453
H 3.66500 -0.35573 0.44259
H -2.21736 2.23447 1.52137
H -1.56658 2.96327 2.62810
O -2.02330 3.12515 1.81517
H -0.49217 -0.60219 -3.08746
H -0.70013 0.97330 -3.22376
O -0.07487 0.23409 -3.33823
H -1.37385 3.09822 -1.51670
H -2.34175 1.91627 -1.00761
O -1.46992 2.15027 -1.39096
*
```

# 2
ORCA calculation (ωB97M-V with the def2-TZVPD basis set) on a molecular structure, C5H17BBrCaCl4NO3S in a non-equilibrium geometry.

The HOMO energy is -0.2147 hartree. As for the frontier orbital gap: 1.156 eV.

```
! wB97M-V def2-TZVPD RIJCOSX def2/J DEFGRID3
* xyz 0 1
C 0.30591 2.93912 -1.21768
O -0.44009 1.78801 -1.30785
C -1.67853 1.86460 -0.60411
B -2.96408 2.62238 -1.26783
N -2.75206 4.17779 -1.12626
H 1.12417 2.88508 -1.93113
H 0.77499 3.06431 -0.20443
H -0.25645 3.85223 -1.46710
H -1.96595 0.83357 -0.43027
H -1.48035 2.29444 0.44581
H -3.22619 2.32718 -2.41125
H -3.92463 2.29400 -0.57980
H -2.29166 4.56106 -1.94463
H -2.13501 4.22380 -0.34762
Ca -0.92750 4.49482 1.10369
C 1.16957 -1.08728 1.78091
S -0.57961 -0.75594 1.57639
O -1.10601 -0.29704 2.90051
C -1.05072 -2.45721 1.33655
H 1.67525 -0.14343 1.97735
H 1.32566 -1.76741 2.61840
H 1.55408 -1.52355 0.86322
H -0.74890 -3.04971 2.19776
H -0.57100 -2.83554 0.43710
H -2.13062 -2.50677 1.21834
C 4.38828 -0.78734 -0.67031
Cl 4.04728 -2.48844 -0.94732
Cl 5.02784 -0.56553 0.96266
Cl 5.56528 -0.20962 -1.84963
Cl 2.88700 0.13858 -0.83406
O -0.18011 -5.30738 0.64236
H -0.12654 -6.28512 0.54978
H 0.48912 -5.02297 0.01372
Br 0.20159 -7.27067 -1.48323
*
```

# 3
ORCA calculation (ωB97M-V with the def2-TZVPD basis set) on a molecular structure, C5H17FeNO7 in a non-equilibrium geometry.

The HOMO energy (spin up / spin down) is -0.4844 / -0.4545 hartree. As for the frontier orbital gap (spin up / spin down): 8.341 / 7.419 eV. Its expectation value of S² is 8.7754.

```
! wB97M-V def2-TZVPD RIJCOSX def2/J DEFGRID3
* xyz 1 6
Fe 0.16680 1.72329 0.95055
C -0.13187 3.44559 -0.65183
O 1.03998 2.88244 -0.62963
O -1.05447 2.48697 -0.63834
O -0.36868 3.84409 0.64324
O -1.64548 1.55638 2.09429
H -2.45027 1.83148 1.63261
H -1.95121 1.11648 2.89604
O 2.16588 0.96702 1.12249
H 2.36941 0.02699 1.19224
H 2.91779 1.35084 0.65147
O 0.86737 2.60059 2.78979
H 1.22896 3.45005 3.06805
H 0.44407 2.23985 3.57636
C 0.73522 -0.12363 -2.03813
C -0.45825 -0.51570 -1.20552
C -0.82690 -1.97935 -1.39558
O 0.14169 -2.82403 -0.81042
C -0.32192 -4.16187 -0.73636
N -0.24504 -0.21895 0.26852
H 0.55136 -0.28421 -3.10022
H 1.62384 -0.74168 -1.83986
H 1.15799 0.86844 -1.88485
H -1.34675 0.00357 -1.57343
H -0.84865 -2.14751 -2.47881
H -1.82711 -2.18212 -0.99349
H -0.21696 -4.69627 -1.68017
H -1.34009 -4.25809 -0.34203
H 0.26286 -4.64891 0.04674
H 0.45937 -0.93651 0.46764
H -1.09894 -0.67523 0.59863
*
```

- Number 2 is which compound?
  C5H17BBrCaCl4NO3S